Density functional theory data (the ωB97M-V functional and the def2-TZVPD basis) for a 2-piece molecular cluster, C60H76N5O3 overall at a distorted geometry.

Summary:
- ΔE to the lowest compared entry with this formula, charge and spin: 16.0 kcal/mol
- DFT total energy: -2831.02747 Eh
- LUMO energy: -4.697 eV
- Kohn-Sham gap: 4.4161 eV
- HOMO energy: -9.1 eV
- Charge: +1

Each atom is followed by the atoms it is bonded to, with distances in Å.
Cartesian coordinates (Å):
1 H 0.386 5.190 -1.613  C125 1.093
2 C 1.641 1.703 5.458  C13 1.389, H24 1.093, C72 1.391
3 H -2.267 1.024 3.714  C63 1.099
4 H -0.637 -2.766 4.328  C17 1.095
5 H 1.375 0.299 7.059  C72 1.093
6 C -1.517 5.067 -2.693  N36 1.459, C41 1.537, C125 1.537, N128 1.478
7 H -1.673 3.434 2.277  C132 1.100
8 H 1.954 -7.185 0.501  C121 1.097
9 C -3.891 4.909 -2.472  N36 1.366, O85 1.228, C116 1.530
10 C 2.520 -1.354 -0.142  C49 1.412, C107 1.419, C140 1.450
11 H -0.070 4.490 -4.218  C41 1.094
12 H -2.783 -0.846 0.029  C40 1.101
13 C 1.348 1.910 4.116  C2 1.389, C99 1.407, H113 1.093
14 H -4.038 7.403 -2.806  C91 1.092
15 C 4.203 -2.416 -2.129  H42 1.094, C55 1.402, C56 1.401
16 C 1.592 -2.005 5.790  C27 1.514, C62 1.541, C75 1.562, C142 1.534
17 C -0.755 -2.429 3.293  H4 1.095, H30 1.102, N66 1.467, C96 1.504
18 H 4.344 -0.849 0.912  C107 1.096
19 H 0.039 0.500 0.737  C45 1.094
20 H -0.384 6.750 -1.960  C125 1.099
21 H -9.232 2.340 -3.145  C133 1.091
22 H -2.903 -3.900 0.619  C110 1.097
23 H 3.849 -6.138 -0.650  C46 1.095
24 H 2.050 2.494 6.092  C2 1.093
25 H -2.786 -2.878 -2.923  C98 1.095
26 H 2.776 -6.820 2.040  C121 1.099
27 C 2.031 -3.060 4.797  C16 1.514, H76 1.096, H89 1.087, H141 1.100
28 H 2.382 -2.749 -3.258  C56 1.094
29 H -1.531 -1.617 -2.798  C98 1.098
30 H -1.756 -1.972 3.225  C17 1.102
31 H -3.167 -1.330 -2.180  C98 1.099
32 C 2.505 -5.093 0.742  C46 1.535, C82 1.507, C121 1.534, C138 1.561
33 C -5.372 2.470 -3.584  C64 1.400, C131 1.401, C143 1.518
34 H 0.053 3.687 2.573  C132 1.097
35 H 0.646 -3.528 7.021  C142 1.100
36 N -2.815 5.732 -2.648  C6 1.459, C9 1.366, C91 1.446
37 H -3.261 -4.349 -1.057  C110 1.099
38 C 3.314 0.955 -2.974  H52 1.089, C117 1.415, C118 1.392
39 H 6.293 2.486 -3.639  C81 1.086
40 C -1.823 -1.380 -0.029  H12 1.101, H60 1.087, H90 1.096, C95 1.514
41 C -0.927 5.161 -4.109  C6 1.537, H11 1.094, H88 1.099, H119 1.101
42 H 4.839 -2.879 -2.889  C15 1.094
43 H 0.945 0.813 -1.477  C103 1.093
44 C 1.433 -5.278 -1.474  H101 1.090, C109 1.383, C138 1.397
45 C -0.114 1.535 1.057  H19 1.094, H65 1.098, H106 1.098, C112 1.515
46 C 3.848 -5.272 0.020  H23 1.095, C32 1.535, H93 1.099, H130 1.097
47 H -5.755 3.254 -5.556  C131 1.094
48 H 2.809 4.082 -1.669  C105 1.092
49 C 1.989 -1.782 -1.379  C10 1.412, C56 1.390, H79 1.094
50 H 2.026 -0.067 1.543  C140 1.090
51 H 3.635 -1.328 6.152  C62 1.096
52 H 2.755 0.043 -3.184  C38 1.089
53 H -5.260 1.504 -1.660  C64 1.094
54 H 2.588 -1.176 7.580  C62 1.095
55 C 4.756 -1.870 -0.963  C15 1.402, H74 1.093, C107 1.392
56 C 2.819 -2.356 -2.335  C15 1.401, H28 1.094, C49 1.390
57 H 0.339 -1.859 7.561  C142 1.099
58 H 3.169 -2.764 7.083  C62 1.098
59 C 0.370 -3.647 -0.024  N108 1.449, C120 1.433, C138 1.427
60 H -1.560 -1.633 0.995  C40 1.087
61 H 3.620 -4.507 2.489  C82 1.102
62 C 2.813 -1.795 6.706  C16 1.541, H51 1.096, H54 1.095, H58 1.098
63 C -1.890 0.857 2.695  H3 1.099, C112 1.526, H123 1.090, H135 1.098
64 C -5.926 1.887 -2.438  C33 1.400, H53 1.094, C92 1.398
65 H -0.860 1.988 0.391  C45 1.098
66 N 0.281 -1.460 2.920  C17 1.467, C94 1.447, C127 1.389
67 H 1.073 -6.352 1.802  C121 1.099
68 H 0.743 3.666 -2.656  C87 1.098
69 H -0.119 -4.436 2.722  C96 1.104
70 C -1.065 2.670 -2.090  C87 1.397, H114 1.099, N128 1.345
71 H -1.552 -3.871 1.869  C96 1.096
72 C 1.353 0.444 5.976  C2 1.391, H5 1.093, C75 1.400
73 H -1.049 5.697 -0.670  C125 1.101
74 H 5.839 -1.875 -0.814  C55 1.093
75 C 1.181 -0.653 5.123  C16 1.562, C72 1.400, C94 1.430
76 H 2.894 -2.713 4.216  C27 1.096
77 C 4.578 3.396 -2.699  C81 1.408, C105 1.405, N137 1.429
78 H -2.496 7.685 -1.954  C91 1.096
79 H 0.915 -1.660 -1.552  C49 1.094
80 H 3.050 -3.141 1.505  C82 1.095
81 C 5.286 2.321 -3.269  H39 1.086, C77 1.408, C118 1.392
82 C 2.784 -4.138 1.873  C32 1.507, H61 1.102, H80 1.095, H122 1.086
83 H -8.242 3.216 -5.269  C104 1.093
84 H 0.512 -5.624 -3.388  C109 1.091
85 O -5.057 5.270 -2.340  C9 1.228
86 H -4.042 -2.921 -0.328  C110 1.099
87 C 0.325 2.760 -2.198  H68 1.098, C70 1.397, C103 1.386
88 H -0.595 6.191 -4.296  C41 1.099
89 H 1.226 -3.325 4.116  C27 1.087
90 H -1.071 -0.694 -0.436  C40 1.096
91 C -2.972 7.162 -2.791  H14 1.092, N36 1.446, H78 1.096, H115 1.096
92 C -7.314 1.856 -2.270  C64 1.398, H111 1.093, C133 1.401
93 H 4.651 -5.427 0.753  C46 1.099
94 C 0.686 -0.391 3.807  N66 1.447, C75 1.430, C99 1.426
95 C -1.966 -2.613 -0.895  C40 1.514, C98 1.540, C110 1.532, C120 1.568
96 C -0.597 -3.539 2.291  C17 1.504, H69 1.104, H71 1.096, N108 1.467
97 H -1.027 3.189 3.908  C132 1.098
98 C -2.378 -2.088 -2.283  H25 1.095, H29 1.098, H31 1.099, C95 1.540
99 C 0.538 0.979 3.442  C13 1.407, C94 1.426, C112 1.563
100 C -0.624 -4.279 -2.147  C109 1.384, C120 1.395, H124 1.090
101 H 2.225 -5.997 -1.685  C44 1.090
102 H 5.140 0.266 -3.886  C118 1.090
103 C 1.254 1.787 -1.865  H43 1.093, C87 1.386, C117 1.457
104 C -7.595 2.844 -4.470  H83 1.093, C131 1.399, C133 1.402
105 C 3.301 3.228 -2.138  H48 1.092, C77 1.405, C117 1.417
106 H 0.842 2.056 0.916  C45 1.098
107 C 3.930 -1.308 0.007  C10 1.419, H18 1.096, C55 1.392
108 N 0.259 -2.963 1.248  C59 1.449, C96 1.467, C127 1.387
109 C 0.457 -5.094 -2.435  C44 1.383, H84 1.091, C100 1.384
110 C -3.107 -3.497 -0.380  H22 1.097, H37 1.099, H86 1.099, C95 1.532
111 H -7.732 1.454 -1.344  C92 1.093
112 C -0.559 1.579 2.504  C45 1.515, C63 1.526, C99 1.563, C132 1.538
113 H 1.642 2.851 3.644  C13 1.093
114 H -1.526 1.714 -1.809  C70 1.099
115 H -2.507 7.501 -3.724  C91 1.096
116 C -3.365 3.473 -2.429  C9 1.530, N128 1.471, H139 1.106, C143 1.536
117 C 2.640 1.981 -2.269  C38 1.415, C103 1.457, C105 1.417
118 C 4.625 1.105 -3.419  C38 1.392, C81 1.392, H102 1.090
119 H -1.690 4.886 -4.853  C41 1.101
120 C -0.675 -3.497 -0.993  C59 1.433, C95 1.568, C100 1.395
121 C 2.049 -6.445 1.306  H8 1.097, H26 1.099, C32 1.534, H67 1.099
122 H 1.916 -4.054 2.521  C82 1.086
123 H -1.790 -0.218 2.547  C63 1.090
124 H -1.449 -4.259 -2.860  C100 1.090
125 C -0.574 5.709 -1.663  H1 1.093, C6 1.537, H20 1.099, H73 1.101
126 O 4.283 5.681 -2.644  N137 1.252
127 C 0.774 -1.741 1.652  N66 1.389, N108 1.387, C140 1.398
128 N -1.909 3.679 -2.371  C6 1.478, C70 1.345, C116 1.471
129 H -3.344 1.719 -3.688  C143 1.103
130 H 4.094 -4.373 -0.558  C46 1.097
131 C -6.206 2.874 -4.635  C33 1.401, H47 1.094, C104 1.399
132 C -0.806 3.059 2.841  H7 1.100, H34 1.097, H97 1.098, C112 1.538
133 C -8.150 2.348 -3.282  H21 1.091, C92 1.401, C104 1.402
134 H -0.525 -2.503 6.161  C142 1.097
135 H -2.636 1.232 1.981  C63 1.098
136 H -3.602 3.257 -4.553  C143 1.104
137 N 5.033 4.727 -2.954  C77 1.429, O126 1.252, O144 1.252
138 C 1.405 -4.602 -0.252  C32 1.561, C44 1.397, C59 1.427
139 H -3.698 2.993 -1.490  C116 1.106
140 C 1.696 -0.937 0.976  C10 1.450, H50 1.090, C127 1.398
141 H 2.319 -3.981 5.327  C27 1.100
142 C 0.443 -2.503 6.676  C16 1.534, H35 1.100, H57 1.099, H134 1.097
143 C -3.871 2.687 -3.647  C33 1.518, C116 1.536, H129 1.103, H136 1.104
144 O 6.144 4.890 -3.508  N137 1.252